[1]
ORCA calculation (the ωB97M-V functional and the def2-TZVPD basis) on C27H32N4O3S in the gas phase.

Output
Total energy: -1891.0036 hartree
Max |F|: 0.9 eV/A
SMILES string: COc1ccc([C@H]2CC(=O)C(/C=N/CCN3CCN(C(=S)Nc4ccccc4)CC3)=C(O)C2)cc1
LUMO level: 0.64 eV
Energy above the lowest of the compared OMol25 structures with the same formula, charge and spin: 38.8 kcal per mole

ORCA input file:
```
! RIJCOSX wB97M-V def2-TZVPD def2/J DEFGRID3
* xyz 0 1
S -1.51 2.69 -0.38
O 0.00 -0.87 1.84
O 0.94 -6.46 -2.60
O 1.56 0.30 -2.44
N 3.05 3.34 0.60
N 0.32 3.83 1.12
N -1.03 2.27 2.19
N 3.07 0.57 -0.36
C -4.44 0.05 3.15
C 2.46 2.97 1.87
C -0.70 2.94 1.05
C 0.53 -4.69 -1.13
C 0.93 4.33 -0.10
C -1.53 -1.06 0.02
C -0.05 -3.48 -0.81
C -0.49 -4.61 -3.30
C -2.19 1.54 2.46
C -0.18 -0.79 0.63
C -3.21 -0.23 3.74
C 0.32 -5.27 -2.38
C 2.08 3.41 -0.48
C 4.22 1.07 0.33
C -4.54 1.09 2.24
C -0.72 -0.37 -2.21
C -0.85 -2.81 -1.72
C -3.43 1.84 1.90
C -1.06 -3.40 -2.96
C -2.10 0.52 3.41
C 0.63 -0.14 -1.62
C -1.48 -1.46 -1.45
C 1.29 3.90 2.19
C 2.14 -0.02 0.30
C 0.77 -7.10 -3.84
C 4.26 2.62 0.27
C 0.87 -0.34 -0.28
H 2.07 1.93 1.87
H 3.23 3.05 2.64
H -5.49 1.32 1.79
H 1.65 2.42 -0.73
H -0.30 2.11 2.86
H 0.84 3.66 3.16
H 0.18 4.35 -0.90
H 5.04 2.95 0.96
H -2.51 -1.49 -1.84
H -3.53 2.65 1.20
H 1.65 4.93 2.24
H 2.58 3.79 -1.37
H -3.12 -1.02 4.46
H -1.27 0.58 -2.14
H 4.55 2.92 -0.74
H 4.23 0.74 1.38
H 1.29 5.34 0.09
H 2.25 -0.26 1.36
H -2.10 -0.13 0.11
H -2.05 -1.81 0.63
H 1.14 -6.48 -4.66
H 0.13 -3.07 0.17
H -0.60 -0.61 -3.27
H -1.70 -2.91 -3.68
H 1.35 -8.02 -3.79
H -0.68 -5.03 -4.27
H 2.38 0.49 -1.90
H -5.31 -0.53 3.41
H -1.14 0.29 3.85
H 1.15 -5.21 -0.42
H -0.28 -7.34 -4.02
H 5.11 0.70 -0.17
*
```

[2]
ORCA calculation (the ωB97M-V functional and the def2-TZVPD basis) on C27H32N4O3S in the gas phase.

Output
Total energy: -1890.9992 hartree
Max |F|: 0.7 eV/A
SMILES string: COc1ccc(NC(=S)N2CCN(CC/N=C/C3=C(O)C[C@@H](c4ccccc4)CC3=O)CC2)cc1
LUMO level: 0.46 eV
Energy above the lowest of the compared OMol25 structures with the same formula, charge and spin: 41.5 kcal per mole

ORCA input file:
```
! RIJCOSX wB97M-V def2-TZVPD def2/J DEFGRID3
* xyz 0 1
S 5.30 -2.06 0.56
O 1.78 4.88 -0.90
O -4.64 -0.84 -1.99
O -2.59 -1.95 2.09
N 2.92 -1.54 -0.49
N -2.07 -3.30 0.00
N 0.95 -3.62 -0.12
N 3.87 0.07 0.92
C -0.95 2.12 -0.11
C 3.02 -2.79 -1.22
C -4.43 1.05 1.07
C -3.27 1.82 0.46
C 3.01 1.48 -0.89
C -2.90 -2.56 -0.63
C -4.02 -0.05 2.04
C 2.50 2.69 -1.30
C 1.54 -1.19 -0.21
C -3.38 -1.21 1.34
C 3.95 -1.14 0.29
C -1.25 3.29 -0.78
C 2.29 3.73 -0.39
C -2.56 3.74 -0.82
C 3.32 1.27 0.45
C -5.26 0.41 -0.06
C 3.13 2.31 1.36
C -1.96 1.39 0.51
C -3.59 -1.47 0.01
C 0.86 -2.34 0.55
C -4.49 -0.66 -0.80
C 2.34 -3.92 -0.42
C 0.01 -3.81 -1.20
C -3.56 3.01 -0.20
C -1.35 -4.33 -0.68
C 2.62 3.53 0.95
C 1.51 5.95 -0.03
H 2.25 2.86 -2.34
H 1.34 -2.45 1.53
H 2.40 -4.86 -0.97
H -0.17 -2.90 -1.79
H -4.92 -0.43 2.55
H 4.07 -3.03 -1.38
H -4.58 3.37 -0.23
H 0.07 1.77 -0.07
H 4.57 0.17 1.64
H 1.49 -0.28 0.39
H -3.35 0.32 2.81
H 1.10 6.74 -0.65
H 3.18 0.70 -1.61
H 0.78 5.67 0.74
H 2.43 6.31 0.45
H 2.52 -2.66 -2.18
H 1.03 -1.00 -1.16
H -3.12 -2.70 -1.69
H -6.15 -0.07 0.37
H -1.16 -5.13 0.03
H 2.49 4.31 1.68
H -5.07 1.77 1.60
H -5.60 1.16 -0.78
H 3.40 2.17 2.39
H -1.69 0.48 1.02
H -1.91 -4.71 -1.54
H 2.87 -4.04 0.53
H -0.47 3.85 -1.27
H 0.41 -4.58 -1.87
H -2.23 -2.70 1.50
H -2.81 4.66 -1.33
H -0.19 -2.10 0.71
*
```

[3]
ORCA calculation (the ωB97M-V functional and the def2-TZVPD basis) on a molecular structure, C27H32NO5SiV.

Output
Total energy: -2711.9662 hartree
Max |F|: 0.4 eV/A
LUMO level: -8.35 eV
Energy above the lowest of the compared OMol25 structures with the same formula, charge and spin: 0.0 kcal per mole

ORCA input file:
```
! RIJCOSX wB97M-V def2-TZVPD def2/J DEFGRID3
* xyz 2 1
V -0.25 0.46 1.05
Si 1.83 -1.45 0.18
O -2.52 1.95 0.37
O 0.24 2.03 0.70
O 1.03 3.89 1.71
O -1.02 1.89 4.35
O -1.17 0.68 2.44
N -0.89 -0.87 -0.29
C -2.30 -1.30 0.04
C -2.17 -0.08 -2.33
C -3.47 4.06 0.05
C 2.56 -0.92 -2.46
C 3.50 1.13 -3.30
C 2.88 -2.82 0.79
C -1.39 3.69 1.41
C -2.13 3.32 0.11
C 3.23 -4.82 2.09
C 1.36 -0.32 1.71
C 0.07 3.32 1.35
C 4.22 -2.85 0.40
C -2.90 -2.15 -1.07
C 0.06 -2.05 -0.27
C -2.72 -1.50 -2.46
C 3.45 1.68 -2.02
C 2.50 -0.37 -1.16
C -0.83 -0.11 -1.61
C -1.44 1.88 3.26
C -4.30 3.27 1.10
C 2.39 -3.81 1.65
C 3.06 -0.17 -3.51
C 2.96 0.93 -0.96
C -2.23 2.88 2.47
C 4.56 -4.85 1.69
C -3.29 2.22 1.56
C 5.06 -3.86 0.85
H -2.27 -1.84 0.98
H -4.66 3.88 1.92
H -3.36 5.11 0.29
H 3.82 2.68 -1.85
H -0.07 -0.61 -2.21
H -0.45 0.90 -1.43
H 2.16 0.37 1.96
H -1.53 3.36 -0.80
H -3.66 -1.48 -3.00
H 6.09 -3.89 0.54
H 1.36 -3.80 1.98
H 4.62 -2.09 -0.26
H 3.89 1.71 -4.12
H -2.87 0.58 -1.81
H -2.47 -3.15 -1.05
H -1.42 4.75 1.63
H -0.28 -2.74 0.50
H -3.71 1.29 1.94
H -2.03 -2.09 -3.06
H -3.96 -2.28 -0.83
H 1.09 -0.94 2.57
H 5.21 -5.64 2.04
H -2.87 -0.38 0.19
H -5.16 2.78 0.64
H 2.85 -5.59 2.75
H -3.90 3.98 -0.94
H 2.95 1.38 0.02
H 3.11 -0.61 -4.50
H -0.02 -2.58 -1.23
H -2.67 3.56 3.21
H -1.99 0.35 -3.31
H 2.24 -1.94 -2.64
*
```

[4]
ORCA calculation (the ωB97M-V functional and the def2-TZVPD basis) on a molecular structure, C27H33BCrN8O2S3.

Output
Total energy: -3901.2396 hartree
Max |F|: 0.5 eV/A
Expectation value of S²: 6.0220
LUMO level (spin up / spin down): 0.16 / 0.05 eV
Energy above the lowest of the compared OMol25 structures with the same formula, charge and spin: 3.2 kcal per mole

ORCA input file:
```
! RIJCOSX wB97M-V def2-TZVPD def2/J DEFGRID3
* xyz 0 5
Cr 0.26 0.79 0.44
S -1.69 1.94 -2.07
S -0.54 -3.78 1.81
S 1.32 0.67 2.60
O -2.64 2.66 -1.25
O -0.58 2.67 -2.63
N -0.30 -0.31 4.56
N -1.04 0.70 -1.21
N -1.47 -0.21 0.80
N 1.17 -1.76 3.87
N -3.15 -0.38 -0.86
N 1.92 -2.58 1.56
N 0.92 -3.00 -0.33
N -4.48 -0.31 -6.78
C 0.68 -0.54 3.65
C -1.84 0.45 -4.34
C 5.16 1.14 1.58
C -3.48 -1.32 1.31
C 2.18 -2.51 -0.63
C 3.22 2.70 1.34
C -4.55 0.92 -4.70
C 3.97 1.64 0.83
C 2.78 -2.25 0.55
C 1.25 4.26 1.30
C -3.91 1.43 -3.59
C 3.55 1.03 -0.34
C 0.48 -2.32 4.91
C 2.06 0.85 -2.35
C -0.04 -3.49 -1.29
C -1.02 0.94 4.70
C 0.78 -3.08 1.02
C -3.90 -1.03 0.02
C -2.48 -0.07 -5.44
C -1.96 0.01 -0.44
C 1.64 2.49 -0.45
C 2.40 1.44 -1.01
C -0.44 -1.43 5.35
C 2.06 3.13 0.73
C -2.55 1.20 -3.41
C -3.85 0.16 -5.64
C -2.21 -0.89 1.66
B 2.31 -2.49 3.07
H 5.80 1.96 1.91
H 1.31 1.46 -2.86
H 1.78 5.21 1.20
H -5.48 -0.38 -6.75
H 0.29 4.36 0.79
H -1.93 -0.66 -6.16
H 4.14 0.23 -0.76
H 3.31 -1.82 3.15
H -4.09 -1.88 2.00
H 5.76 0.45 0.98
H 0.85 2.93 -1.05
H 3.75 -1.84 0.76
H 0.48 -3.74 -2.21
H -0.34 1.75 4.95
H -0.78 0.28 -4.19
H -1.75 0.82 5.50
H -0.81 -2.75 -1.50
H 3.54 3.18 2.26
H 4.83 0.60 2.47
H -1.53 1.20 3.77
H 2.96 0.80 -2.96
H -5.61 1.10 -4.85
H -1.16 -1.48 6.14
H 1.66 -0.16 -2.26
H 2.53 -2.41 -1.64
H -4.88 -1.34 -0.33
H -4.02 -1.06 -7.28
H -1.79 -1.09 2.64
H -4.44 2.01 -2.86
H 2.43 -3.59 3.53
H 1.07 4.09 2.36
H 0.69 -3.32 5.24
H -0.52 -4.38 -0.88
*
```